# 1
25
Properties=species:S:1:pos:R:3:lowdin_charge:R:1 method="wB97M-V/def2-TZVPD" largest_force_ha_per_bohr=0.0957 homo_lumo_gap_ha=0.34964 charge=-1 lumo_energy_ha=0.1153 de_lowest_ev=1.780
Br 13.574 42.132 30.401 0.209
O 13.169 45.442 31.699 -0.133
H 13.220 44.681 31.133 -0.106
H 12.814 46.116 30.972 0.100
O 15.956 40.157 31.702 -0.091
H 15.389 39.777 32.286 -0.056
H 15.373 40.948 31.481 -0.071
O 11.399 41.190 33.424 -0.079
H 12.148 41.129 32.738 0.009
H 11.539 42.001 33.821 -0.027
O 12.326 39.014 30.898 -0.023
H 12.907 38.495 31.387 0.004
H 12.768 39.810 30.924 -0.147
O 16.262 44.298 30.290 -0.098
H 17.160 44.127 30.734 0.080
H 15.603 43.757 30.628 -0.133
O 12.710 39.575 27.818 -0.082
H 12.829 38.649 28.156 0.054
H 12.780 40.176 28.523 -0.082
O 15.943 41.807 27.559 -0.079
H 15.613 41.518 26.723 0.004
H 15.188 41.779 28.176 -0.036
O 11.604 43.505 28.270 -0.074
H 12.210 43.509 28.938 -0.177
H 12.207 44.042 27.749 0.034

---

# 2
53
Properties=species:S:1:pos:R:3:lowdin_charge:R:1 method="wB97M-V/def2-TZVPD" largest_force_ha_per_bohr=0.0343 homo_lumo_gap_ha=0.21875 charge=0 lumo_energy_ha=-0.0066 de_lowest_ev=0.000
Mg -0.002 -0.156 0.098 0.290
C 2.095 1.454 -2.949 0.013
C 1.392 1.109 -1.836 -0.346
C 1.726 1.812 -0.481 -0.358
O 1.171 1.290 0.549 -0.111
C 2.604 2.854 -0.454 0.002
C 3.392 3.204 -1.599 -0.376
C 3.104 2.481 -2.931 -0.367
O 3.705 2.819 -3.932 0.054
O 4.227 4.085 -1.579 0.052
O 0.534 0.153 -1.728 -0.135
H 1.904 0.899 -3.861 0.108
H 2.771 3.358 0.490 0.108
C 1.761 -3.743 -0.406 -0.246
S 2.553 -2.408 0.497 0.948
O 1.518 -1.351 0.566 -0.537
C 2.455 -3.221 2.097 -0.249
H 0.904 -4.123 0.145 0.051
H 2.486 -4.543 -0.572 0.059
H 1.446 -3.342 -1.368 0.061
H 1.405 -3.311 2.369 0.061
H 3.025 -2.659 2.833 0.052
H 2.891 -4.219 2.017 0.057
C -1.385 3.593 -0.501 -0.205
S -1.859 2.055 -1.288 0.929
O -1.514 0.992 -0.295 -0.550
C -3.643 2.247 -1.118 -0.231
H -1.683 3.468 0.541 0.051
H -1.872 4.459 -0.945 0.067
H -0.302 3.705 -0.565 0.057
H -4.066 1.264 -1.297 0.049
H -3.952 2.993 -1.850 0.059
H -3.876 2.626 -0.124 0.059
C -1.341 1.784 3.468 -0.209
S -0.991 0.023 3.315 0.924
O -0.724 -0.233 1.883 -0.551
C 0.627 -0.007 4.069 -0.233
H -1.333 2.173 2.453 0.044
H -0.647 2.265 4.153 0.058
H -2.330 1.911 3.911 0.049
H 1.245 0.736 3.560 0.074
H 1.054 -0.982 3.837 0.040
H 0.598 0.141 5.146 0.062
C -2.200 -3.973 -1.047 -0.252
S -2.269 -2.217 -0.746 0.924
O -0.918 -1.802 -0.281 -0.544
C -2.272 -1.731 -2.475 -0.217
H -2.116 -4.486 -0.091 0.057
H -1.380 -4.243 -1.711 0.063
H -3.145 -4.257 -1.513 0.060
H -1.361 -2.159 -2.890 0.071
H -2.273 -0.649 -2.571 0.042
H -3.140 -2.140 -2.996 0.063

---

# 3
75
Properties=species:S:1:pos:R:3:lowdin_charge:R:1 method="wB97M-V/def2-TZVPD" smiles="O=[N+]([O-])c1ccccc1.O=[N+]([O-])c1ccccc1.O=[N+]([O-])c1ccccc1.O=[N+]([O-])c1ccccc1.CCCO[PH3]S(=O)(=O)F" largest_force_ha_per_bohr=0.0252 homo_lumo_gap_ha=0.32934 charge=0 lumo_energy_ha=-0.0330
O -7.718 -4.115 4.867 0.077
N -8.751 -4.437 5.416 -0.354
O -9.074 -4.094 6.535 0.074
C -9.679 -5.307 4.673 -0.143
C -9.322 -5.740 3.410 0.002
C -10.190 -6.572 2.722 -0.055
C -11.393 -6.953 3.300 -0.072
C -11.736 -6.501 4.568 -0.069
C -10.874 -5.671 5.266 -0.007
H -8.387 -5.439 2.966 0.088
H -9.923 -6.923 1.735 0.112
H -12.067 -7.607 2.761 0.106
H -12.674 -6.797 5.015 0.106
H -11.128 -5.314 6.253 0.118
O 3.501 -2.397 -1.001 0.089
N 2.546 -2.047 -0.343 -0.340
O 1.396 -2.376 -0.577 0.033
C 2.782 -1.180 0.818 -0.148
C 4.073 -0.766 1.091 -0.001
C 4.287 0.065 2.178 -0.063
C 3.220 0.468 2.970 -0.084
C 1.933 0.033 2.683 -0.058
C 1.706 -0.797 1.598 0.002
H 4.895 -1.085 0.467 0.119
H 5.289 0.404 2.405 0.111
H 3.394 1.124 3.810 0.108
H 1.104 0.348 3.301 0.113
H 0.708 -1.137 1.363 0.119
O 2.950 3.159 2.096 0.063
N 3.979 3.793 1.972 -0.340
O 4.783 3.970 2.866 0.074
C 4.277 4.365 0.652 -0.150
C 3.365 4.191 -0.372 0.000
C 3.644 4.745 -1.611 -0.050
C 4.819 5.457 -1.807 -0.066
C 5.724 5.614 -0.766 -0.055
C 5.456 5.067 0.478 -0.003
H 2.454 3.635 -0.207 0.119
H 2.941 4.627 -2.424 0.111
H 5.028 5.883 -2.771 0.073
H 6.638 6.170 -0.922 0.110
H 6.150 5.185 1.296 0.118
O 5.225 8.159 -3.317 0.068
N 4.785 7.870 -4.413 -0.348
O 3.762 7.240 -4.594 0.078
C 5.547 8.300 -5.595 -0.146
C 6.733 8.986 -5.412 -0.002
C 7.454 9.373 -6.529 -0.063
C 6.983 9.074 -7.801 -0.068
C 5.785 8.390 -7.961 -0.062
C 5.056 7.996 -6.851 -0.001
H 7.088 9.213 -4.419 0.119
H 8.386 9.907 -6.407 0.109
H 7.552 9.375 -8.671 0.108
H 5.418 8.161 -8.952 0.109
H 4.125 7.462 -6.963 0.120
C 0.895 -5.291 0.710 -0.085
C -0.642 -5.248 0.820 -0.226
C -1.315 -4.212 -0.092 -0.272
O -2.428 -3.560 0.535 -0.420
P -3.843 -4.397 0.538 0.789
S -5.779 -5.608 0.414 0.459
O -5.402 -6.991 0.522 -0.362
O -6.573 -5.252 -0.726 -0.351
F -6.637 -5.304 1.730 -0.248
H 1.333 -5.214 1.705 0.072
H 1.320 -4.521 0.066 0.044
H 1.209 -6.260 0.319 0.070
H -1.051 -6.230 0.574 0.101
H -0.933 -5.010 1.844 0.104
H -1.663 -4.701 -1.013 0.106
H -0.608 -3.451 -0.410 0.091
H -3.442 -5.407 1.416 0.039
H -4.557 -3.321 1.055 0.039
H -3.907 -4.574 -0.850 0.045

---

# 4
8
Properties=species:S:1:pos:R:3:lowdin_charge:R:1 method="wB97M-V/def2-TZVPD" largest_force_ha_per_bohr=0.0889 homo_lumo_gap_ha="0.16951 / 0.15791" charge=+1 lumo_energy_ha="-0.2576 / -0.2519" de_lowest_ev=0.617
O 0.684 -1.233 0.443 -0.366
C -0.660 -1.169 0.149 -0.226
Lu 1.605 0.541 -0.076 1.989
H -1.153 -2.101 -0.158 0.133
O -0.419 1.124 -0.312 -0.237
C -1.174 0.042 -0.337 -0.547
O -2.455 0.228 0.066 0.038
H -2.518 -0.668 0.707 0.215